Record 1
This record from the OMol25 dataset describes a molecular structure, C37H77F3FeN11O17RbS in a non-equilibrium geometry. The level of theory is ωB97M-V/def2-TZVPD.

- Total energy: -144843.259 eV

The geometry in ORCA input format:
```
! RIJCOSX wB97M-V def2-TZVPD def2/J DEFGRID3
* xyz 0 5
Fe 19.570 -12.983 -22.709
Rb 17.485 -13.727 -19.858
O 18.799 -14.711 -22.132
H 18.898 -15.621 -21.791
O 19.296 -11.981 -20.962
H 19.964 -11.665 -20.323
C 16.204 -10.082 -19.107
F 16.237 -11.304 -19.615
F 17.479 -9.806 -18.831
F 15.627 -9.311 -19.993
S 15.091 -10.024 -17.431
O 15.453 -8.711 -16.795
O 13.712 -10.137 -17.886
O 15.497 -11.150 -16.544
C 16.637 -16.972 -24.197
O 17.292 -17.512 -25.172
N 15.282 -17.134 -24.049
C 14.505 -16.513 -22.961
C 14.461 -17.773 -25.104
H 17.138 -16.468 -23.356
H 15.158 -16.123 -22.181
H 13.754 -17.227 -22.622
H 13.927 -15.725 -23.444
H 15.033 -18.066 -25.984
H 13.890 -18.625 -24.735
H 13.688 -17.058 -25.387
C 19.350 -11.707 -17.444
O 18.389 -11.809 -16.566
N 20.647 -11.816 -17.126
C 21.726 -11.808 -18.127
C 21.149 -11.957 -15.758
H 19.131 -11.549 -18.511
H 22.363 -12.648 -17.850
H 22.268 -10.862 -18.106
H 21.319 -11.880 -19.135
H 21.608 -12.933 -15.606
H 21.877 -11.154 -15.640
H 20.422 -11.732 -14.977
C 16.920 -12.902 -27.592
O 16.697 -11.767 -28.041
N 16.130 -13.984 -27.795
C 16.532 -15.430 -27.602
C 14.837 -13.873 -28.509
H 17.810 -13.178 -27.007
H 16.765 -15.917 -28.549
H 15.663 -15.965 -27.221
H 17.344 -15.519 -26.880
H 14.439 -12.878 -28.307
H 15.012 -13.957 -29.582
H 14.038 -14.530 -28.167
C 20.196 -10.091 -23.969
O 20.199 -11.321 -23.875
N 21.262 -9.261 -23.919
C 22.642 -9.805 -23.823
C 21.084 -7.817 -24.069
H 19.296 -9.456 -23.992
H 23.202 -9.417 -22.973
H 23.214 -9.498 -24.699
H 22.599 -10.894 -23.789
H 21.549 -7.459 -24.987
H 20.031 -7.549 -23.983
H 21.568 -7.234 -23.285
C 22.786 -13.460 -22.140
O 21.662 -13.324 -22.516
N 23.806 -13.590 -22.949
C 25.135 -13.832 -22.395
C 23.685 -13.938 -24.347
H 23.069 -13.472 -21.076
H 25.840 -13.462 -23.139
H 25.290 -14.904 -22.268
H 25.373 -13.323 -21.462
H 23.607 -15.004 -24.558
H 22.751 -13.542 -24.746
H 24.459 -13.519 -24.990
C 23.625 -17.558 -21.848
O 23.625 -17.477 -20.658
N 22.532 -17.294 -22.568
C 22.562 -17.602 -23.993
C 21.255 -16.845 -21.984
H 24.440 -17.891 -22.509
H 23.565 -17.726 -24.402
H 22.321 -16.687 -24.534
H 21.873 -18.392 -24.295
H 20.415 -17.534 -22.062
H 21.272 -16.656 -20.911
H 20.999 -15.898 -22.460
C 19.948 -15.193 -25.175
O 19.953 -14.149 -24.524
N 20.296 -15.264 -26.461
C 20.664 -14.069 -27.211
C 20.298 -16.529 -27.157
H 19.755 -16.190 -24.749
H 20.135 -13.960 -28.158
H 21.731 -14.047 -27.436
H 20.428 -13.186 -26.619
H 20.194 -17.368 -26.469
H 19.605 -16.776 -27.960
H 21.239 -16.632 -27.697
C 20.910 -15.924 -18.337
O 19.910 -16.182 -19.024
N 20.952 -16.090 -16.976
C 22.203 -15.959 -16.203
C 19.723 -16.436 -16.253
H 21.800 -15.400 -18.717
H 22.401 -14.945 -15.855
H 23.042 -16.293 -16.814
H 22.070 -16.519 -15.278
H 18.802 -16.327 -16.825
H 19.762 -17.464 -15.894
H 19.613 -15.814 -15.365
C 19.165 -8.437 -20.967
O 18.663 -8.087 -22.061
N 19.970 -7.701 -20.139
C 20.558 -8.196 -18.900
C 20.259 -6.291 -20.379
H 18.956 -9.401 -20.480
H 20.320 -9.249 -18.752
H 20.152 -7.613 -18.074
H 21.635 -8.081 -18.777
H 19.672 -5.711 -19.668
H 21.318 -6.078 -20.227
H 19.923 -5.897 -21.338
C 16.708 -11.782 -22.821
O 17.625 -12.501 -23.305
N 15.500 -11.713 -23.442
C 14.494 -10.676 -23.054
C 15.011 -12.546 -24.564
H 16.802 -11.111 -21.954
H 13.743 -10.920 -22.302
H 14.016 -10.044 -23.803
H 15.063 -9.878 -22.576
H 14.048 -12.883 -24.181
H 14.929 -12.005 -25.506
H 15.607 -13.427 -24.802
C 17.024 -17.840 -20.459
C 15.840 -17.453 -19.867
C 14.911 -18.403 -19.687
C 15.065 -19.670 -20.295
C 16.297 -20.029 -20.859
C 17.283 -19.102 -20.996
N 14.008 -20.602 -20.284
O 14.211 -21.788 -20.449
O 12.883 -20.157 -20.263
H 17.834 -17.133 -20.564
H 15.772 -16.482 -19.400
H 14.023 -18.160 -19.123
H 16.568 -21.042 -21.117
H 18.203 -19.308 -21.523
*
```

Record 2
This record from the OMol25 dataset describes 10 unconnected molecules or ions with the total composition C37H77N3O17 in a non-equilibrium geometry. The level of theory is ωB97M-V/def2-TZVPD.

- Energy relative to the best compared isomer or geometry (same formula, charge and spin): 5.366 eV
- Total energy: -78893.146 eV

The geometry in ORCA input format:
```
! RIJCOSX wB97M-V def2-TZVPD def2/J DEFGRID3
* xyz 0 1
C -2.499 -2.950 3.188
O -2.903 -3.817 2.410
N -3.250 -2.358 4.088
C -2.854 -1.143 4.665
C -4.574 -2.896 4.369
H -1.453 -2.606 3.177
H -2.349 -0.561 3.895
H -2.347 -1.270 5.622
H -3.781 -0.681 5.005
H -4.698 -3.128 5.427
H -5.229 -2.060 4.127
H -4.812 -3.778 3.774
C 1.141 -7.584 -6.393
O 2.071 -7.460 -5.619
N -0.104 -8.102 -6.042
C -1.214 -8.207 -6.984
C -0.433 -8.355 -4.630
H 1.110 -7.237 -7.438
H -1.845 -7.355 -6.728
H -1.777 -9.086 -6.669
H -0.859 -8.139 -8.012
H -1.030 -7.517 -4.271
H -0.929 -9.322 -4.712
H 0.433 -8.463 -3.977
C 11.257 -4.022 0.830
O 10.913 -4.492 1.928
N 10.454 -3.910 -0.231
C 10.938 -3.134 -1.386
C 9.110 -4.455 -0.405
H 12.239 -3.546 0.684
H 10.724 -3.537 -2.376
H 12.012 -2.968 -1.302
H 10.490 -2.141 -1.393
H 8.769 -4.924 0.519
H 8.432 -3.626 -0.607
H 9.053 -5.108 -1.275
O -8.574 9.337 3.490
C -8.213 8.934 2.413
O -7.214 8.063 2.308
C -6.578 7.420 3.413
C -5.325 6.699 2.894
C -8.680 9.530 1.057
H -7.205 6.731 3.978
H -6.294 8.257 4.051
H -4.598 7.455 2.597
H -5.525 5.989 2.091
H -4.913 6.179 3.759
H -7.837 9.865 0.451
H -9.256 10.444 1.201
H -9.299 8.812 0.519
O 5.351 -8.278 7.839
C 5.935 -8.062 6.748
O 5.402 -7.712 5.618
C 3.965 -7.538 5.475
C 3.644 -7.729 4.050
C 7.442 -8.275 6.525
H 3.729 -6.563 5.901
H 3.525 -8.371 6.023
H 4.502 -7.944 3.412
H 3.252 -6.793 3.651
H 2.866 -8.491 4.009
H 8.085 -8.396 7.397
H 7.826 -7.560 5.798
H 7.460 -9.238 6.015
O 0.395 -0.816 -3.413
C 0.738 -0.718 -2.230
O 0.251 0.051 -1.291
C -0.978 0.742 -1.433
C -0.749 2.150 -1.786
C 1.924 -1.426 -1.706
H -1.593 0.746 -0.534
H -1.544 0.215 -2.202
H -1.750 2.539 -1.976
H -0.078 2.283 -2.635
H -0.371 2.730 -0.944
H 1.748 -2.283 -1.055
H 2.589 -0.692 -1.251
H 2.470 -1.796 -2.574
O -7.651 6.958 -4.713
C -8.410 6.768 -5.644
O -8.560 5.598 -6.336
C -7.629 4.540 -6.136
C -8.146 3.227 -6.839
C -9.347 7.887 -6.128
H -7.427 4.331 -5.085
H -6.628 4.624 -6.558
H -9.146 2.986 -6.479
H -7.489 2.358 -6.797
H -8.359 3.493 -7.874
H -10.161 7.421 -6.684
H -8.781 8.535 -6.797
H -9.762 8.617 -5.433
O 7.831 3.456 -2.190
C 8.028 3.607 -3.374
O 8.279 4.710 -4.025
C 8.118 6.001 -3.452
C 9.496 6.601 -2.985
C 8.244 2.469 -4.321
H 7.331 6.020 -2.699
H 7.696 6.535 -4.304
H 9.999 5.908 -2.310
H 9.363 7.622 -2.627
H 10.151 6.612 -3.856
H 9.315 2.375 -4.496
H 7.704 2.792 -5.211
H 7.951 1.564 -3.789
O 3.828 -0.319 4.006
C 4.805 0.323 4.442
O 5.035 1.595 4.205
C 4.256 2.286 3.291
C 3.365 3.299 3.973
C 5.860 -0.380 5.361
H 3.778 1.628 2.566
H 4.875 2.894 2.631
H 3.051 4.097 3.301
H 3.838 3.782 4.829
H 2.449 2.772 4.237
H 6.394 0.387 5.920
H 6.392 -1.182 4.848
H 5.310 -0.844 6.180
O -10.146 -1.028 0.161
C -8.961 -0.716 0.216
O -8.428 0.347 0.822
C -9.097 1.184 1.769
C -8.785 0.716 3.150
C -7.971 -1.460 -0.674
H -10.162 1.206 1.539
H -8.820 2.234 1.675
H -7.769 0.853 3.522
H -9.073 -0.327 3.279
H -9.418 1.303 3.816
H -7.596 -2.420 -0.318
H -7.172 -0.774 -0.954
H -8.581 -1.622 -1.563
*
```